1.
Entry from the OMol25 dataset: 3 unconnected molecules or ions with the total composition C14H33O6PS2Si (ωB97M-V/def2-TZVPD).

The value obtained for the HOMO energy is -8.48 eV. The calculation puts the largest force on an atom at 0.430 eV/Å. As for the LUMO energy: 0.42 eV. Its SMILES is CCCOC[Si@H](C)P(C)O.O=S1(=O)CCCC1.O=S1(=O)CCCC1. The value obtained for the HOMO-LUMO gap is 0.3271 Ha.

Geometry as XYZ:
```
57
Properties=species:S:1:pos:R:3:forces:R:3
C -2.487 1.773 -0.519 -0.4 0.1 -0.2
C -3.590 2.019 -1.556 0.4 -0.1 0.1
C -3.257 1.371 -2.878 0.2 -0.2 0.2
O -3.107 -0.023 -2.680 -0.3 -0.2 0.0
C -2.337 -0.660 -3.697 0.3 0.2 0.2
Si -0.520 -0.690 -3.141 0.0 0.3 -0.1
C 0.431 0.832 -3.715 0.0 -0.3 0.2
P 0.410 -2.569 -3.988 -0.2 -0.3 -0.1
C 0.872 -3.347 -2.394 -0.2 0.2 -0.1
O 1.881 -1.986 -4.507 0.2 0.3 0.2
H -2.540 2.517 0.270 0.1 0.1 0.1
H -2.589 0.794 -0.066 0.1 -0.2 0.0
H -1.506 1.816 -0.987 0.2 0.1 0.0
H -4.535 1.641 -1.176 -0.2 0.0 0.0
H -3.683 3.088 -1.735 -0.2 0.1 0.0
H -2.309 1.793 -3.225 0.1 0.1 -0.2
H -4.014 1.555 -3.644 -0.1 0.1 -0.1
H -2.441 -0.129 -4.645 0.0 0.0 -0.2
H -2.715 -1.666 -3.863 -0.2 -0.1 0.1
H -0.522 -0.744 -1.660 0.0 -0.1 0.0
H -0.097 1.375 -4.492 -0.1 0.1 -0.1
H 1.405 0.548 -4.106 0.1 0.0 0.0
H 0.584 1.482 -2.857 0.0 0.2 0.1
H 1.320 -4.321 -2.547 0.1 -0.2 0.0
H 1.526 -2.707 -1.807 0.1 0.0 0.1
H -0.063 -3.454 -1.847 -0.1 -0.2 0.2
H 2.116 -2.455 -5.303 0.2 -0.1 -0.4
O 2.419 -0.304 2.074 0.0 -0.1 0.1
S 2.169 0.512 0.912 0.0 0.1 0.0
O 0.814 0.753 0.482 0.0 -0.1 0.0
C 3.040 2.064 1.099 0.2 0.1 -0.1
C 4.416 1.791 0.500 0.0 -0.1 0.0
C 4.165 0.990 -0.787 0.0 0.0 0.0
C 3.165 -0.121 -0.446 0.1 0.1 -0.2
H 3.051 2.331 2.153 -0.1 0.0 0.0
H 2.491 2.811 0.527 0.0 0.0 0.0
H 4.952 2.717 0.304 0.0 0.0 0.0
H 5.012 1.199 1.198 0.0 0.0 0.0
H 3.742 1.646 -1.550 0.0 0.0 0.0
H 5.086 0.572 -1.189 0.0 0.0 0.0
H 2.503 -0.366 -1.270 -0.1 0.0 0.0
H 3.656 -1.022 -0.086 0.0 0.0 0.1
O -1.775 1.513 4.750 0.0 0.1 0.0
S -0.996 0.410 5.256 0.0 -0.1 0.0
O -0.067 0.619 6.338 0.0 0.1 0.0
C -2.112 -0.933 5.664 -0.1 -0.1 -0.1
C -2.215 -1.733 4.369 0.1 0.0 0.0
C -0.786 -1.820 3.813 0.0 0.0 0.0
C -0.181 -0.413 3.883 0.0 -0.2 -0.1
H -3.052 -0.512 6.009 0.0 0.1 0.0
H -1.644 -1.512 6.459 0.0 0.0 0.0
H -2.644 -2.719 4.544 0.0 0.0 0.0
H -2.859 -1.208 3.661 0.0 0.0 0.0
H -0.197 -2.507 4.424 0.0 0.0 0.0
H -0.771 -2.194 2.791 0.0 0.0 0.0
H 0.888 -0.420 4.067 0.0 0.1 0.0
H -0.394 0.164 2.985 0.0 0.1 0.0
```
Positions in Å, forces in eV/Å.

2.
Entry from the OMol25 dataset: a single C4H8N2O2S molecule at a distorted geometry (ωB97M-V/def2-TZVPD).

The energy above the lowest of the compared OMol25 structures with the same formula, charge and spin comes out at 248.4 kJ/mol. The value obtained for the HOMO energy is -8.50 eV. The calculation puts the largest force on an atom at 3.529 eV/Å. As for the LUMO energy: 0.75 eV. Its SMILES is CN1C=N[C@H](OSO)C1. The value obtained for the HOMO-LUMO gap is 0.3398 Ha.

Geometry as XYZ:
```
17
Properties=species:S:1:pos:R:3:forces:R:3
C 2.589 -0.625 0.499 1.8 -0.2 2.6
N 1.426 0.054 0.029 1.0 1.5 -0.4
C 1.066 1.327 0.393 -3.0 0.6 -1.7
N -0.146 1.740 0.035 2.0 -1.1 0.8
C -0.832 0.573 -0.450 0.6 -1.4 -0.6
O -1.901 0.287 0.499 0.1 0.5 -0.2
S -3.074 -0.748 0.066 1.5 -1.5 0.0
O -4.170 0.083 -0.785 -1.1 0.8 1.5
C 0.270 -0.592 -0.471 -2.3 -1.5 -1.5
H 2.453 -0.847 1.589 0.2 0.2 -0.5
H 2.750 -1.621 0.124 -0.4 -0.2 -0.9
H 3.632 -0.132 0.456 -2.0 -0.1 -0.5
H 1.660 2.068 0.878 1.0 -0.2 0.3
H -1.252 0.647 -1.484 0.1 0.4 1.0
H -4.728 0.333 -0.006 -0.1 0.4 -1.6
H -0.007 -1.463 0.146 -0.1 0.4 0.3
H 0.261 -1.084 -1.518 0.9 1.2 1.3
```
Positions in Å, forces in eV/Å.

3.
Entry from the OMol25 dataset: a molecular structure, C48H39BClN5O2P2PbS3 (ωB97M-V/def2-TZVPD).

The energy above the lowest of the compared OMol25 structures with the same formula, charge and spin comes out at 24.4 kJ/mol. The value obtained for the HOMO energy is -1.61 eV. The calculation puts the largest force on an atom at 0.576 eV/Å. As for the LUMO energy: 2.93 eV. The value obtained for the HOMO-LUMO gap is 0.1672 Ha. Its total charge is -2.

Geometry as XYZ:
```
102
Properties=species:S:1:pos:R:3:forces:R:3
Pb -1.187 -0.698 -0.083 0.0 0.3 0.0
S -1.136 -2.240 2.200 -0.1 -0.1 0.1
C -2.056 -3.629 1.671 0.1 -0.1 0.3
C -2.079 -4.718 2.620 0.0 0.2 -0.2
N -2.078 -5.563 3.403 0.0 -0.1 0.0
C -2.726 -3.780 0.499 -0.2 -0.2 -0.2
S -2.876 -2.648 -0.822 0.0 -0.1 0.1
C -3.423 -5.027 0.276 0.1 0.2 0.0
N -3.994 -6.007 0.076 0.0 -0.1 0.0
C 3.193 -1.111 -2.421 -0.1 0.1 -0.1
N 3.728 0.244 -2.366 0.0 0.1 0.3
C 2.801 1.308 -2.730 -0.2 -0.2 -0.1
P 1.437 1.709 -1.482 0.3 0.4 0.1
C 0.437 2.925 -2.436 -0.1 -0.1 0.1
C -0.449 3.702 -1.686 0.0 0.0 0.0
C -1.346 4.563 -2.297 0.0 0.0 0.0
C -1.382 4.662 -3.682 0.0 0.0 0.0
C -0.519 3.885 -4.440 0.0 0.0 0.0
C 0.378 3.021 -3.823 0.1 0.0 -0.1
C 2.449 2.932 -0.486 -0.1 -0.1 0.1
C 3.072 2.400 0.646 -0.1 0.0 0.0
C 3.846 3.188 1.484 0.0 0.0 0.0
C 4.005 4.540 1.212 0.0 0.0 0.0
C 3.397 5.087 0.089 0.0 0.0 0.0
C 2.631 4.289 -0.753 0.0 0.0 0.0
C 5.011 0.524 -1.937 0.0 0.0 0.0
C 5.406 1.833 -1.598 0.1 0.0 0.0
C 6.701 2.114 -1.195 0.0 0.0 0.0
C 7.667 1.121 -1.112 0.0 0.0 0.0
C 7.294 -0.173 -1.446 0.0 0.0 0.0
C 6.005 -0.472 -1.852 0.0 0.0 0.0
P 2.020 -1.473 -1.017 0.3 -0.4 0.2
C 3.211 -2.030 0.301 -0.1 0.1 0.0
C 2.901 -1.625 1.599 0.0 0.0 0.0
C 3.675 -2.029 2.681 0.0 0.0 0.0
C 4.790 -2.827 2.475 0.0 0.0 0.0
C 5.109 -3.242 1.186 0.0 0.0 0.0
C 4.317 -2.858 0.116 0.0 0.0 0.0
C 1.384 -3.138 -1.483 -0.1 0.1 0.0
C 1.094 -3.504 -2.797 0.0 0.0 0.0
C 0.451 -4.704 -3.071 0.0 0.0 0.0
C 0.061 -5.546 -2.041 0.0 0.0 0.0
C 0.328 -5.185 -0.727 0.0 0.0 0.0
C 0.986 -3.996 -0.453 0.0 0.0 0.0
H 3.988 -1.847 -2.445 0.0 0.0 -0.1
H 2.608 -1.206 -3.337 0.0 0.0 0.0
H 2.275 0.985 -3.631 0.0 0.0 0.0
H 3.358 2.214 -2.956 0.0 0.0 -0.1
H -0.446 3.616 -0.604 0.0 0.0 0.0
H -2.039 5.136 -1.690 0.0 0.0 0.0
H -2.088 5.327 -4.165 0.0 0.0 0.0
H -0.559 3.927 -5.522 0.0 0.0 0.0
H 1.011 2.400 -4.441 0.0 0.0 0.0
H 2.941 1.344 0.863 0.0 0.0 0.0
H 4.314 2.751 2.358 0.0 0.0 0.0
H 4.596 5.164 1.872 0.0 0.0 0.0
H 3.516 6.142 -0.132 0.0 0.0 0.0
H 2.172 4.730 -1.631 0.0 0.0 0.0
H 4.689 2.639 -1.609 0.0 0.0 0.0
H 6.945 3.134 -0.922 0.0 0.0 0.0
H 8.675 1.346 -0.787 0.0 0.0 0.0
H 8.018 -0.978 -1.390 0.0 0.0 0.0
H 5.777 -1.494 -2.108 0.0 0.0 0.0
H 2.023 -1.004 1.755 0.0 0.0 0.0
H 3.397 -1.734 3.687 0.0 0.0 0.0
H 5.400 -3.139 3.314 0.0 0.0 0.0
H 5.971 -3.878 1.021 0.0 0.0 0.0
H 4.553 -3.233 -0.874 0.0 0.0 0.0
H 1.321 -2.830 -3.611 0.0 0.0 0.0
H 0.228 -4.965 -4.099 0.0 0.0 0.0
H -0.472 -6.464 -2.255 0.0 0.0 0.0
H 0.000 -5.816 0.090 0.0 0.0 0.0
H 1.166 -3.721 0.580 0.0 0.0 0.0
Cl -0.086 -0.311 -3.126 -0.1 0.0 -0.3
O -3.853 0.876 1.859 0.1 0.0 -0.1
B -2.974 0.955 0.738 -0.1 -0.1 0.0
O -3.090 2.294 0.235 0.0 -0.1 0.1
C -3.975 2.956 1.030 0.1 0.0 -0.1
C -4.397 4.263 0.956 0.0 0.1 0.1
C -5.307 4.697 1.926 0.0 0.0 0.0
C -5.765 3.835 2.916 0.0 -0.1 0.0
C -5.331 2.505 2.975 -0.1 0.1 0.1
C -4.435 2.093 2.016 0.0 -0.1 0.1
H -4.032 4.927 0.183 0.0 0.0 0.0
H -5.659 5.720 1.903 0.0 0.0 0.0
H -6.474 4.194 3.651 0.0 0.0 0.0
H -5.679 1.827 3.743 0.0 0.0 0.0
N -1.546 3.988 6.193 -0.1 -0.2 0.2
C -0.280 3.541 6.104 0.1 0.0 -0.1
S 0.819 3.841 7.298 0.0 0.0 0.0
C 0.034 2.790 4.850 0.0 0.1 0.1
C -0.786 2.879 3.732 0.0 0.1 0.0
C -0.466 2.139 2.605 0.0 0.0 0.0
N 0.584 1.330 2.541 0.2 -0.1 -0.1
C 1.381 1.261 3.604 -0.2 0.1 0.1
C 1.155 1.974 4.771 0.0 -0.1 0.0
H -1.825 4.371 7.082 0.0 0.1 -0.1
H -2.264 3.579 5.617 0.0 0.0 0.0
H -1.651 3.529 3.697 0.0 0.0 0.0
H -1.082 2.197 1.715 0.0 0.0 0.0
H 2.239 0.602 3.518 0.0 0.0 0.0
H 1.820 1.893 5.619 0.0 0.0 0.0
```
Positions in Å, forces in eV/Å.

4.
Entry from the OMol25 dataset: a molecular structure, C7H7EuO6 at a distorted geometry (ωB97M-V/def2-TZVPD).

The energy above the lowest of the compared OMol25 structures with the same formula, charge and spin comes out at 98.2 kJ/mol. Its expectation value of S² is 15.7662. The value obtained for the HOMO energy (alpha / beta) is -10.52 / -10.53 eV. The calculation puts the largest force on an atom at 4.336 eV/Å. As for the LUMO energy (alpha / beta): -5.05 / -4.88 eV. The value obtained for the HOMO-LUMO gap (alpha / beta) is 0.2011 / 0.2078 Ha. The spin multiplicity is 8. Its total charge is +1.

Geometry as XYZ:
```
21
Properties=species:S:1:pos:R:3:forces:R:3
O 0.078 5.363 -2.469 0.0 -2.3 -0.6
C 0.084 4.252 -2.731 0.0 2.2 0.6
Eu 0.928 -0.073 -0.343 -0.2 -0.1 1.3
C 0.651 -2.161 -1.615 -0.1 -3.2 -2.5
O 0.591 -3.010 -2.393 0.0 2.1 2.0
C 0.160 0.389 -2.792 -2.9 1.1 -3.0
O 0.514 0.015 -3.908 0.9 0.6 2.4
C 2.785 -0.453 -2.147 3.0 0.2 -3.1
O 3.503 -0.437 -3.041 -2.1 -0.2 2.7
C -1.081 -0.247 -2.165 1.6 0.5 1.1
O -2.243 -0.105 -2.364 0.1 0.0 -0.2
H 0.642 1.257 -2.118 0.1 -1.0 -1.5
C -0.841 -0.728 3.970 -0.1 -0.1 -0.1
C -1.015 -0.680 2.465 -0.2 0.1 0.0
O 0.085 0.075 1.869 0.5 0.5 0.7
H 0.144 -1.120 4.250 -0.1 0.0 -0.1
H -1.593 -1.385 4.411 0.0 0.1 0.0
H -0.973 0.264 4.416 0.0 -0.1 -0.1
H -0.983 -1.659 1.978 -0.1 0.0 0.3
H -1.929 -0.162 2.152 0.0 -0.2 0.2
H 0.493 0.606 2.575 -0.2 -0.2 -0.2
```
Positions in Å, forces in eV/Å.